Entry 1:
{
  "formula": "C23H20N8OPdSe",
  "method": "the ωB97M-V functional and the def2-TZVPD basis",
  "lumo_energy_ev": -9.07,
  "relative_energy_ev": 0.609,
  "molar_mass_g_mol": 609.85,
  "energy_ha": -3930.4967,
  "total_charge": 2,
  "orbital_gap_ha": 0.16129,
  "e_homo_ev": -13.4571,
  "species": ["Pd", "C", "C", "C", "C", "C", "C", "N", "C", "C", "C", "C", "C", "C", "N", "N", "C", "C", "C", "C", "C", "N", "H", "H", "H", "H", "H", "H", "H", "H", "H", "H", "H", "H", "H", "Se", "C", "N", "C", "N", "C", "C", "C", "N", "C", "O", "N", "H", "H", "H", "H", "H", "H", "H"],
  "positions_angstrom": [[0.14021, 0.00296, 0.36077], [2.10599, -1.56859, -4.72559], [2.31742, -0.19723, -4.60830], [2.14995, 0.42158, -3.38864], [1.79937, -0.33700, -2.24919], [1.52454, -1.70941, -2.40068], [1.69769, -2.31839, -3.62147], [1.69002, 0.23819, -0.99887], [2.45934, 1.34075, -0.63318], [3.72935, 1.61838, -1.15139], [4.40870, 2.74430, -0.73011], [3.85623, 3.63079, 0.20260], [2.63675, 3.34895, 0.76568], [1.97692, 2.18752, 0.37224], [0.77095, 1.75411, 0.92790], [0.20832, 2.35449, 1.83553], [-0.88222, 1.65938, 2.39673], [-1.65066, 2.27305, 3.34583], [-2.70271, 1.55140, 3.91401], [-2.90865, 0.25000, 3.52182], [-2.07727, -0.30391, 2.54828], [-1.09525, 0.38614, 1.99882], [2.23632, -2.05255, -5.68554], [2.59542, 0.38666, -5.47481], [2.25248, 1.49571, -3.30619], [1.21020, -2.28021, -1.54152], [1.52212, -3.38128, -3.72651], [4.19334, 0.92159, -1.83516], [5.39644, 2.93842, -1.13073], [4.39805, 4.51750, 0.50376], [2.19459, 3.99159, 1.51418], [-1.42343, 3.29369, 3.62378], [-3.34412, 2.00992, 4.65532], [-3.70341, -0.34730, 3.94714], [-2.21445, -1.31697, 2.19818], [-1.16899, 1.30292, -1.56158], [-2.72076, 0.86440, -0.70991], [-3.69201, 0.52853, -0.17614], [2.15909, -4.39254, 1.62264], [0.93557, -3.91856, 0.94764], [0.03313, -4.76984, 0.39233], [-1.07698, -4.33029, -0.22784], [-1.29992, -2.92352, -0.30076], [-0.37743, -2.07793, 0.20660], [0.73329, -2.56335, 0.86366], [1.53304, -1.76547, 1.33933], [-2.39548, -2.45435, -0.86605], [2.11539, -5.47420, 1.69490], [2.22122, -3.95658, 2.61415], [3.03637, -4.09313, 1.05668], [0.25481, -5.82470, 0.48801], [-1.79206, -5.02408, -0.64461], [-3.08298, -3.09302, -1.22937], [-2.64496, -1.47530, -0.82094]],
  "forces_ev_per_angstrom": [[0.1522, 0.1161, -0.5166], [-0.0159, -0.0036, -0.0324], [-0.0136, -0.1062, -0.0235], [-0.1597, 0.0158, 0.1699], [-0.1324, 0.1664, -0.3298], [0.1627, 0.0908, 0.0951], [0.0033, 0.0135, -0.1174], [-0.3194, -0.5938, 0.5388], [-0.0403, 0.0884, -0.1890], [0.0388, -0.1237, -0.0717], [0.0449, 0.0849, 0.0681], [0.2247, 0.0163, -0.1416], [-0.2289, -0.0195, 0.1425], [-0.0943, 0.1116, -0.2488], [0.3634, -0.3729, -0.5224], [-0.5758, 0.1707, 0.9863], [0.1417, 0.2874, -0.1274], [-0.1960, 0.2765, 0.2861], [0.0540, 0.2077, 0.0483], [0.0184, -0.2204, -0.0699], [-0.1888, -0.0750, 0.1345], [0.1158, -0.1272, -0.4999], [0.0044, 0.0181, 0.0412], [-0.0129, -0.0081, -0.0061], [0.0725, -0.0125, 0.0075], [0.0866, -0.0089, -0.0444], [-0.0054, 0.0373, -0.0075], [-0.0296, 0.0709, -0.0560], [-0.0530, -0.0035, 0.0217], [0.0029, -0.0564, -0.0245], [-0.0010, -0.0163, 0.0079], [-0.0512, -0.0482, 0.0382], [0.0487, 0.0097, -0.0146], [0.0192, 0.0135, -0.0435], [-0.0116, -0.0162, -0.0111], [0.5542, -0.3590, 0.3165], [-0.3775, 0.0369, 0.0850], [0.3016, -0.0358, -0.0546], [-0.1259, 0.0583, -0.0521], [0.0264, -0.1194, -0.0015], [0.2255, -0.0850, 0.1336], [-0.1532, 0.0791, -0.0807], [0.3778, 0.0998, 0.1099], [-0.0613, -0.0277, -0.0193], [-0.1049, -0.1622, -0.0136], [0.1560, 0.1692, 0.1838], [-0.1767, 0.2772, -0.0372], [-0.0243, -0.0239, -0.0109], [-0.0455, 0.0169, 0.0514], [0.0143, 0.0216, -0.0626], [0.0123, 0.0280, 0.0073], [0.0214, 0.0332, 0.0158], [-0.0352, 0.0069, -0.0144], [-0.0095, 0.0027, -0.0445]]
}



Entry 2:
{
  "formula": "C23H21AsAuF12NO2",
  "method": "the ωB97M-V functional and the def2-TZVPD basis",
  "lumo_energy_ev": -1.00,
  "molar_mass_g_mol": 843.29,
  "energy_ha": -4664.1460,
  "orbital_gap_ha": 0.22999,
  "e_homo_ev": -7.2627,
  "species": ["Au", "C", "C", "C", "C", "C", "N", "C", "C", "C", "C", "C", "C", "C", "C", "O", "C", "F", "F", "F", "C", "F", "F", "F", "C", "C", "C", "O", "C", "F", "F", "F", "C", "F", "F", "F", "H", "H", "H", "H", "H", "H", "H", "H", "H", "H", "H", "H", "C", "As", "C", "C", "H", "H", "H", "H", "H", "H", "H", "H", "H"],
  "positions_angstrom": [[-0.14963, -0.31591, -0.01965], [-6.37868, 2.11736, 0.67081], [-4.98556, 1.82655, 0.18396], [-4.02641, 2.82468, 0.05853], [-2.75816, 2.52772, -0.38955], [-2.37844, 1.22646, -0.75180], [-1.07530, 1.00694, -1.22503], [-0.41635, 1.93590, -2.02209], [-1.19366, 2.73252, -2.88192], [-0.64658, 3.73159, -3.65196], [0.72428, 3.96930, -3.64130], [1.34652, 5.07021, -4.45554], [1.50579, 3.11854, -2.87888], [0.98342, 2.10193, -2.07838], [1.93750, 1.15598, -1.34536], [1.52416, 0.69489, -0.10891], [2.24632, -0.04181, -2.30380], [1.16466, -0.83756, -2.42030], [2.57082, 0.35506, -3.53643], [3.24085, -0.80974, -1.83966], [3.30399, 1.83256, -0.99371], [4.10820, 1.97855, -2.06116], [3.10554, 3.04275, -0.45692], [3.98381, 1.11535, -0.09785], [-3.31248, 0.19025, -0.53150], [-4.59319, 0.52523, -0.09364], [-2.85279, -1.26134, -0.64249], [-1.71910, -1.50078, 0.13404], [-3.85534, -2.27583, 0.00064], [-5.07980, -2.30160, -0.53676], [-4.00434, -1.99448, 1.30847], [-3.36812, -3.51849, -0.07622], [-2.62728, -1.71015, -2.13031], [-1.83773, -2.78800, -2.18111], [-2.06284, -0.77033, -2.88962], [-3.79646, -2.02504, -2.71378], [-6.57772, 3.18827, 0.67466], [-7.12589, 1.63438, 0.04059], [-6.52561, 1.74706, 1.68726], [-4.27072, 3.84718, 0.32130], [-2.01642, 3.31119, -0.46278], [-2.25493, 2.53584, -2.94014], [-1.29520, 4.33116, -4.27981], [0.62028, 5.85158, -4.67730], [2.18438, 5.52417, -3.92692], [1.72671, 4.69348, -5.40735], [2.57582, 3.25339, -2.93695], [-5.33434, -0.24775, 0.03925], [1.54711, -0.57207, 3.41469], [0.03854, -1.06511, 2.32092], [-0.15885, -2.96220, 2.59409], [-1.47058, -0.29428, 3.23733], [1.39377, -0.94260, 4.42779], [1.64390, 0.51209, 3.42218], [2.45484, -0.99775, 2.99194], [-0.46479, -3.15465, 3.62240], [0.78861, -3.45618, 2.38631], [-0.91876, -3.32305, 1.90366], [-1.61805, -0.83349, 4.17303], [-2.35442, -0.38684, 2.60995], [-1.27439, 0.75830, 3.43658]],
  "forces_ev_per_angstrom": [[-0.5297, 0.6028, 0.8808], [-0.0031, -0.0088, -0.0008], [0.0867, -0.0256, 0.0377], [-0.0625, -0.0103, -0.0339], [0.0604, -0.0633, 0.0204], [0.0296, 0.2498, 0.1449], [0.0985, -0.4028, -0.2753], [0.0153, -0.0270, -0.0679], [0.0125, -0.1103, -0.0140], [0.0941, 0.0348, -0.0082], [-0.0348, -0.0412, 0.0612], [0.0112, -0.0432, -0.0568], [-0.0149, -0.0019, -0.1688], [-0.1751, 0.0334, 0.1656], [0.1901, -0.0144, -0.1817], [0.0015, 0.0203, 0.1351], [0.0248, 0.0129, 0.0570], [-0.0249, 0.0075, -0.0525], [0.0391, -0.0215, 0.0369], [0.0214, -0.0348, -0.0062], [-0.1236, 0.0783, 0.0592], [0.0222, 0.0293, 0.0162], [0.0145, 0.0135, -0.0028], [0.0418, -0.0370, 0.0092], [0.0683, 0.0730, -0.1189], [-0.0631, 0.0179, -0.0193], [-0.1395, -0.0541, -0.0198], [0.0061, 0.0119, -0.2327], [0.0569, 0.0791, 0.0692], [-0.0174, -0.0021, -0.0104], [-0.0208, 0.0228, 0.0163], [-0.0017, -0.0441, -0.0198], [0.0155, -0.0190, 0.0790], [-0.0035, -0.0134, -0.0448], [-0.0587, -0.0581, -0.0324], [0.0310, -0.0042, -0.0215], [-0.0071, 0.0014, -0.0084], [-0.0101, 0.0103, -0.0204], [0.0032, 0.0045, 0.0154], [-0.0114, 0.0142, -0.0006], [-0.0201, 0.0294, -0.0670], [-0.0184, 0.0565, 0.0530], [-0.0109, 0.0073, -0.0129], [0.0004, 0.0135, 0.0050], [0.0044, 0.0191, 0.0094], [-0.0005, -0.0041, -0.0205], [-0.0106, 0.0179, 0.0488], [0.0250, -0.0194, 0.0320], [0.0722, 0.0844, -0.0981], [0.4302, -0.5260, -0.2406], [-0.0636, -0.0110, -0.0139], [-0.0564, 0.0670, -0.0598], [0.0025, 0.0132, -0.0133], [-0.0007, -0.0077, 0.0108], [-0.0088, -0.0171, 0.0095], [0.0356, -0.0127, -0.0195], [-0.0127, 0.0094, -0.0017], [-0.0091, 0.0027, 0.0031], [-0.0011, 0.0588, 0.0060], [0.0017, -0.0423, -0.0151], [-0.0015, -0.0199, -0.0011]]
}